one:
DFT (ωB97M-V with the def2-TZVPD basis set) results for C28H29FeN7OS6SbSe as an isolated structure.

Values from the calculation:
Multiplicity   2
Charge   -2
Expectation value of S²   1.206

Last column: Mulliken spin population.
Element x y z (Å)
Fe -1.03 -1.64 0.26  0.023
C -3.23 0.10 -1.86  -0.005
C -2.49 0.52 -0.62  0.005
N -2.59 -0.22 0.46  0.018
N -2.47 0.38 1.66  0.000
C -1.93 -0.23 2.64  -0.004
S -1.13 -1.74 2.60  0.012
S -2.00 0.57 4.21  0.002
C -2.18 2.34 3.73  -0.002
C -3.57 2.69 3.35  0.001
C -3.88 3.04 2.05  0.000
C -5.18 3.37 1.71  0.001
C -6.18 3.35 2.66  0.000
C -5.88 2.99 3.97  0.000
C -4.58 2.66 4.31  0.000
C -1.62 1.68 -0.61  0.005
C -1.89 2.91 -1.20  -0.012
C -0.99 3.96 -1.11  0.002
C 0.21 3.78 -0.43  -0.004
C 0.52 2.56 0.13  -0.004
C -0.38 1.48 0.08  -0.010
O -0.07 0.32 0.55  -0.003
H -4.04 -0.57 -1.59  0.000
H -2.57 -0.43 -2.55  0.002
H -3.61 0.98 -2.38  0.000
H -1.48 2.51 2.91  0.000
H -1.86 2.89 4.62  0.000
H -3.10 3.04 1.30  0.000
H -5.41 3.65 0.69  0.000
H -7.20 3.61 2.39  0.000
H -6.66 2.98 4.72  0.000
H -4.35 2.36 5.32  0.000
H -2.83 3.06 -1.71  -0.001
H -1.23 4.92 -1.54  0.000
H 0.92 4.60 -0.36  0.000
H 1.47 2.39 0.62  0.003
S -1.73 -5.51 1.91  0.005
Sb -1.13 -4.16 0.17  0.010
S -3.02 -2.90 -0.40  -0.009
S 1.19 -2.47 0.56  0.044
C -3.01 -3.27 -4.39  0.004
C -1.48 -3.42 -4.45  -0.001
C -0.84 -2.37 -3.63  -0.002
N -0.69 -2.47 -2.36  -0.008
N -0.13 -1.42 -1.77  0.010
C 0.28 -0.51 -2.61  -0.004
N 1.14 0.50 -2.31  0.004
S -0.21 -0.84 -4.28  0.001
H -3.50 -4.05 -4.97  0.000
H -3.30 -2.30 -4.78  0.000
H -3.32 -3.35 -3.35  -0.003
H -1.13 -3.36 -5.48  0.000
H -1.20 -4.39 -4.03  0.000
H 1.36 0.50 -1.32  0.003
H 0.89 1.42 -2.65  0.000
C 4.65 -1.94 2.66  0.032
N 4.93 -1.56 1.31  0.036
C 3.93 -1.32 0.39  0.556
Se 2.23 -0.55 0.75  -0.008
N 4.58 -1.06 -0.81  0.034
C 5.92 -1.17 -0.66  -0.042
C 6.97 -0.99 -1.55  0.161
C 8.27 -1.16 -1.04  -0.003
C 8.49 -1.47 0.28  0.011
C 7.43 -1.64 1.19  0.156
C 6.15 -1.49 0.70  -0.048
H 3.56 -1.99 2.77  -0.004
H 5.04 -1.20 3.37  0.000
H 5.07 -2.92 2.89  -0.009
H 4.06 -0.90 -1.66  0.000
H 6.80 -0.72 -2.58  0.011
H 9.11 -1.02 -1.71  0.009
H 9.50 -1.58 0.64  0.010
H 7.61 -1.85 2.23  0.018



two:
DFT (ωB97M-V with the def2-TZVPD basis set) results for C28H29FeN7OS6SbSe as an isolated structure.

Values from the calculation:
Multiplicity   2
Charge   -2
Expectation value of S²   0.814

Last column: Mulliken spin population.
Element x y z (Å)
Fe -0.06 -0.75 -1.12  1.160
C -0.40 -4.36 1.31  -0.003
C -0.63 -2.99 0.73  -0.011
N 0.21 -2.45 -0.09  -0.016
N 1.48 -3.05 -0.13  0.007
C 2.40 -2.17 -0.34  0.001
S 2.17 -0.53 -0.74  -0.038
S 4.06 -2.74 0.05  -0.003
C 4.22 -1.75 1.59  -0.003
C 3.09 -1.95 2.56  0.004
C 3.06 -3.05 3.41  0.000
C 1.99 -3.25 4.27  0.000
C 0.94 -2.34 4.29  0.000
C 0.96 -1.24 3.45  0.001
C 2.04 -1.04 2.59  -0.001
C -1.76 -2.21 1.23  0.006
C -2.82 -2.85 1.88  -0.001
C -3.79 -2.16 2.58  0.000
C -3.67 -0.77 2.69  0.000
C -2.63 -0.11 2.08  0.001
C -1.67 -0.78 1.28  -0.016
O -0.78 -0.09 0.66  0.015
H 0.55 -4.76 0.99  -0.001
H -1.21 -5.01 0.97  0.000
H -0.44 -4.32 2.40  0.000
H 4.29 -0.70 1.30  0.002
H 5.17 -2.06 2.02  0.000
H 3.87 -3.77 3.37  0.000
H 1.98 -4.12 4.92  0.000
H 0.09 -2.51 4.95  0.000
H 0.13 -0.55 3.43  -0.001
H 2.03 -0.19 1.92  -0.001
H -2.88 -3.93 1.82  0.000
H -4.61 -2.69 3.04  0.000
H -4.40 -0.21 3.25  0.000
H -2.54 0.97 2.13  0.001
S -2.37 0.32 -4.87  0.002
Sb -0.10 0.33 -4.29  0.030
S -0.02 1.37 -2.07  -0.067
S 0.38 -1.75 -3.13  -0.059
C -4.49 -4.72 -1.17  0.000
C -4.29 -3.91 -2.44  0.000
C -3.67 -2.58 -2.16  0.002
N -2.47 -2.46 -1.72  -0.002
N -2.10 -1.16 -1.53  -0.018
C -3.02 -0.30 -1.84  0.003
N -2.90 1.06 -1.74  0.000
S -4.48 -1.06 -2.35  -0.002
H -4.91 -5.71 -1.39  0.000
H -5.16 -4.20 -0.47  0.000
H -3.53 -4.86 -0.66  0.000
H -5.24 -3.76 -2.96  0.000
H -3.63 -4.44 -3.13  0.000
H -1.92 1.29 -1.53  0.004
H -3.12 1.48 -2.64  0.000
C 2.69 4.17 -0.26  0.004
N 2.53 4.40 1.16  0.000
C 1.70 3.65 1.97  0.000
Se 0.68 2.25 1.46  0.000
N 1.84 4.19 3.22  0.000
C 2.71 5.26 3.22  0.000
C 3.17 6.11 4.21  0.000
C 4.08 7.10 3.84  0.000
C 4.52 7.22 2.53  0.000
C 4.06 6.36 1.53  0.000
C 3.15 5.38 1.89  0.000
H 1.95 3.44 -0.59  -0.002
H 3.69 3.79 -0.48  0.000
H 2.53 5.11 -0.80  0.000
H 1.33 3.81 4.00  0.000
H 2.83 6.01 5.23  0.000
H 4.45 7.78 4.59  0.000
H 5.23 8.00 2.27  0.000
H 4.40 6.45 0.51  0.000



Name the most stable of them. two.



one:
DFT (ωB97M-V with the def2-TZVPD basis set) results for C39H44FN8O9SSiY as an isolated structure.

Values from the calculation:
Multiplicity   1
Charge   -2

Last column: Mulliken charge in e.
Element x y z (Å)
Y -0.56 -0.58 -0.05  -1.178
N 3.30 -2.60 -7.23  -0.604
C 2.32 -2.81 -6.25  1.076
C 1.39 -3.84 -6.39  -0.897
C 0.41 -4.03 -5.43  -0.697
C 0.36 -3.20 -4.32  -0.208
C 1.31 -2.21 -4.15  -0.173
C 2.29 -2.01 -5.10  -0.557
S -1.15 -3.19 -3.36  1.262
O -1.70 -4.53 -3.37  -0.817
O -1.94 -2.20 -4.05  -0.813
N -0.82 -2.63 -1.88  0.381
C -0.27 -3.52 -1.02  0.200
N 0.40 -4.60 -1.46  -0.548
C 0.88 -5.42 -0.55  -0.374
C 0.73 -5.21 0.82  -0.932
C 0.07 -4.05 1.18  -0.121
N -0.43 -3.21 0.29  -0.198
H 3.02 -2.91 -8.15  0.214
H 3.67 -1.67 -7.25  0.243
H 1.43 -4.48 -7.27  0.243
H -0.34 -4.80 -5.53  0.454
H 1.26 -1.58 -3.26  0.170
H 3.03 -1.23 -4.98  0.309
H 1.44 -6.27 -0.93  0.396
H 1.14 -5.89 1.55  0.385
H -0.07 -3.78 2.22  0.484
C 0.09 2.68 7.11  -1.496
C 1.36 3.05 6.34  -0.226
C 2.62 2.93 7.18  -1.051
C 2.84 1.47 7.60  -1.336
C 2.71 0.55 6.41  1.433
C 3.27 -0.71 6.46  -0.747
C 3.17 -1.56 5.36  0.101
F 3.73 -2.78 5.45  -0.387
C 2.54 -1.18 4.21  -1.239
C 1.97 0.10 4.14  0.164
C 1.28 0.50 2.89  1.399
O 1.10 -0.32 2.01  -0.502
C 0.89 1.89 2.85  -0.297
C 0.99 2.65 3.96  -0.120
N 1.49 2.22 5.15  0.210
C 2.05 0.96 5.24  -0.637
C 0.37 2.57 1.58  -0.156
O 0.31 3.81 1.62  -0.843
O 0.08 1.82 0.61  0.461
H 0.03 3.26 8.04  0.397
H 0.09 1.62 7.36  0.360
H -0.79 2.89 6.50  0.390
H 1.26 4.08 6.00  0.532
H 2.55 3.57 8.06  0.456
H 3.47 3.26 6.59  0.344
H 2.12 1.19 8.37  0.360
H 3.84 1.36 8.03  0.457
H 3.79 -1.05 7.34  0.496
H 2.46 -1.82 3.34  0.762
H 0.67 3.68 3.90  0.467
O 5.38 0.05 -2.22  -0.621
C 4.74 1.15 -2.53  0.334
O 5.30 2.11 -3.03  -0.708
C 3.29 1.18 -2.25  0.093
C 2.44 2.22 -2.55  -0.741
N 1.21 1.85 -2.20  -0.054
N 1.19 0.63 -1.66  1.155
C 2.44 0.21 -1.67  -0.209
C 2.72 -1.14 -1.06  0.647
O 3.88 -1.61 -1.20  -0.885
O 1.76 -1.67 -0.47  0.226
H 4.73 -0.67 -1.83  0.417
H 2.66 3.18 -3.00  0.524
H 0.35 2.39 -2.20  -0.585
N -2.33 -0.81 2.91  -0.968
C -1.76 -0.80 1.90  0.402
C -2.13 0.88 -3.50  -1.303
Si -2.51 0.79 -1.61  1.876
C -2.88 2.71 -1.25  2.861
C -4.06 3.27 -2.05  -2.122
C -1.64 3.54 -1.62  -1.989
C -3.13 2.95 0.25  -1.624
C -4.28 -0.13 -1.52  2.710
C -5.14 0.34 -0.34  -2.111
C -4.02 -1.63 -1.30  -1.973
C -5.08 0.02 -2.82  -1.921
H -2.84 1.50 -4.06  0.350
H -2.15 -0.12 -3.92  0.277
H -1.12 1.27 -3.69  0.302
H -3.92 3.14 -3.12  0.314
H -4.17 4.35 -1.85  0.518
H -5.00 2.79 -1.77  0.319
H -1.40 3.45 -2.69  0.351
H -0.81 3.25 -0.98  -0.069
H -1.83 4.61 -1.42  0.606
H -4.02 2.43 0.60  0.284
H -3.28 4.03 0.44  0.467
H -2.27 2.63 0.83  0.053
H -4.56 0.33 0.59  0.211
H -5.99 -0.34 -0.21  0.565
H -5.54 1.34 -0.49  0.415
H -3.50 -1.81 -0.36  0.235
H -3.43 -2.05 -2.11  0.279
H -4.98 -2.17 -1.26  0.577
H -5.22 1.07 -3.10  0.285
H -6.07 -0.44 -2.71  0.524
H -4.55 -0.49 -3.64  0.251



two:
DFT (ωB97M-V with the def2-TZVPD basis set) results for C39H44FN8O9SSiY as an isolated structure.

Values from the calculation:
Multiplicity   1
Charge   -2

Last column: Mulliken charge in e.
Element x y z (Å)
Y -0.98 1.16 0.45  -0.070
N 4.46 7.52 -1.57  -0.630
C 3.74 6.64 -0.73  1.044
C 3.47 6.98 0.59  -0.739
C 2.79 6.11 1.42  -0.514
C 2.38 4.87 0.94  -0.573
C 2.65 4.52 -0.38  0.147
C 3.32 5.40 -1.21  -0.990
S 1.51 3.74 2.00  1.425
O 1.26 4.45 3.23  -0.810
O 2.34 2.55 2.10  -0.969
N 0.20 3.32 1.20  0.125
C -0.75 4.23 0.85  0.383
N -0.64 5.55 1.06  -0.515
C -1.68 6.28 0.66  -0.324
C -2.82 5.75 0.10  -0.862
C -2.84 4.37 -0.07  -0.108
N -1.81 3.63 0.28  0.493
H 4.32 8.49 -1.34  0.223
H 4.29 7.36 -2.55  0.243
H 3.78 7.95 0.96  0.272
H 2.54 6.37 2.44  0.514
H 2.30 3.57 -0.77  0.252
H 3.52 5.12 -2.24  0.354
H -1.59 7.35 0.82  0.396
H -3.66 6.37 -0.19  0.358
H -3.69 3.84 -0.48  0.369
C 0.84 -5.61 3.87  -1.454
C 2.04 -4.67 3.89  -0.242
C 3.35 -5.36 3.54  -1.079
C 3.33 -5.86 2.11  -1.367
C 2.90 -4.77 1.16  1.052
C 3.23 -4.83 -0.18  -0.629
C 2.82 -3.82 -1.04  -0.453
F 3.18 -3.92 -2.34  -0.402
C 2.08 -2.76 -0.62  -0.744
C 1.73 -2.68 0.74  1.396
C 0.90 -1.55 1.19  0.279
O 0.42 -0.79 0.35  0.698
C 0.70 -1.46 2.61  -0.205
C 1.15 -2.47 3.40  -0.296
N 1.82 -3.56 2.97  0.126
C 2.15 -3.68 1.62  -0.523
C -0.03 -0.32 3.31  -0.043
O -0.05 -0.34 4.54  -0.825
O -0.56 0.54 2.55  -0.828
H 1.00 -6.46 4.54  0.399
H 0.65 -6.00 2.87  0.363
H -0.06 -5.08 4.18  0.393
H 2.13 -4.23 4.88  0.507
H 3.53 -6.18 4.24  0.450
H 4.17 -4.64 3.67  0.338
H 2.65 -6.72 2.02  0.363
H 4.32 -6.23 1.82  0.458
H 3.82 -5.65 -0.57  0.483
H 1.74 -1.98 -1.30  0.655
H 0.95 -2.40 4.46  0.550
O 2.43 1.48 -4.87  -0.624
C 3.30 1.27 -3.91  0.483
O 4.49 1.12 -4.13  -0.696
C 2.78 1.27 -2.52  0.499
C 3.57 1.14 -1.39  -1.096
N 2.75 1.20 -0.33  0.064
N 1.48 1.39 -0.69  0.990
C 1.47 1.43 -2.00  -0.225
C 0.14 1.71 -2.65  0.416
O 0.12 1.84 -3.89  -0.944
O -0.82 1.82 -1.85  -0.239
H 1.47 1.60 -4.50  0.440
H 4.64 1.02 -1.30  0.485
H 2.97 1.36 0.65  0.179
N -4.49 1.69 1.49  -1.040
C -3.39 1.42 1.23  0.185
C -1.38 -1.80 -2.43  -1.212
Si -2.54 -1.05 -1.08  0.554
C -3.12 -2.68 -0.11  2.813
C -3.99 -2.31 1.10  -1.783
C -3.85 -3.72 -0.96  -2.053
C -1.86 -3.36 0.46  -2.231
C -4.07 -0.46 -2.18  2.857
C -3.72 0.95 -2.68  -2.039
C -5.37 -0.34 -1.38  -1.882
C -4.32 -1.33 -3.41  -1.997
H -1.78 -2.66 -2.97  0.512
H -0.43 -2.10 -1.98  -0.228
H -1.14 -1.03 -3.17  0.415
H -4.94 -1.87 0.80  0.338
H -3.49 -1.57 1.73  0.180
H -4.20 -3.20 1.71  0.489
H -4.81 -3.36 -1.31  0.350
H -4.04 -4.63 -0.36  0.494
H -3.26 -4.02 -1.83  0.323
H -1.37 -2.71 1.19  0.164
H -1.13 -3.61 -0.32  0.314
H -2.13 -4.29 0.98  0.607
H -3.61 1.64 -1.84  0.179
H -4.53 1.33 -3.32  0.556
H -2.79 0.98 -3.24  0.318
H -5.25 0.26 -0.48  0.193
H -5.77 -1.32 -1.10  0.313
H -6.14 0.14 -2.01  0.520
H -3.46 -1.34 -4.08  0.327
H -5.17 -0.93 -3.98  0.549
H -4.56 -2.36 -3.15  0.272



Name the most stable of them. two.



one:
DFT (ωB97M-V with the def2-TZVPD basis set) results for one molecule with the formula C3H2BrClO.

Values from the calculation:
Multiplicity   1
SMILES string   O=C/C(Br)=C/Cl

Last column: natural (NBO) charge in e.
Element x y z (Å)
O 0.21 0.34 2.35  -0.482
C 0.25 -0.27 1.30  0.353
C 0.07 0.37 0.00  -0.213
Br 0.16 2.28 -0.25  0.067
C -0.12 -0.28 -1.16  -0.199
Cl -0.34 0.34 -2.71  0.101
H 0.12 -1.41 1.39  0.143
H -0.36 -1.37 -0.92  0.230



two:
DFT (ωB97M-V with the def2-TZVPD basis set) results for a 2-piece molecular cluster, C3H2BrClO overall.

Values from the calculation:
Multiplicity   1

Last column: natural (NBO) charge in e.
Element x y z (Å)
C 0.65 -1.27 0.84  -0.313
C 1.08 0.62 -0.12  0.586
C 2.15 0.69 0.70  -0.579
O 0.30 1.02 -0.95  -0.447
Cl 0.50 -2.05 -0.56  0.123
Br 3.87 0.66 0.15  0.182
H 0.10 -0.35 1.00  0.137
H 1.99 0.55 1.88  0.312



Name the most stable of them. one.



one:
DFT (ωB97M-V with the def2-TZVPD basis set) results for a 2-piece molecular cluster, C2H4BFO overall.

Values from the calculation:
Multiplicity   1

Last column: natural (NBO) charge in e.
Element x y z (Å)
B -0.33 -0.91 0.87  0.371
C -2.49 -0.15 0.25  0.332
C 1.54 -0.94 0.54  -0.210
O -3.16 -0.77 -0.54  -0.501
F 1.85 -0.39 -0.65  -0.374
H 2.21 -0.58 1.29  0.193
H -0.55 -1.84 1.71  -0.127
H -2.92 0.60 0.89  0.131
H 1.53 -2.03 0.23  0.185



two:
DFT (ωB97M-V with the def2-TZVPD basis set) results for one molecule with the formula C2H4BFO.

Values from the calculation:
Multiplicity   1
SMILES string   B[C@H](F)C=O

Last column: natural (NBO) charge in e.
Element x y z (Å)
B -1.06 0.53 0.91  0.488
C -0.01 0.01 -0.65  -0.106
F -0.86 -0.67 -1.55  -0.350
C 1.18 -0.64 -0.27  0.362
O 1.43 -1.76 -0.60  -0.505
H -0.59 0.70 1.97  -0.103
H -2.22 0.66 0.80  -0.093
H 0.31 1.07 -1.06  0.208
H 1.82 0.10 0.45  0.100



Name the most stable of them. two.



one:
DFT (ωB97M-V with the def2-TZVPD basis set) results for a 7-piece molecular cluster, C9H32N4O7 overall.

Values from the calculation:
Multiplicity   1
SMILES string   NC(N)=O.NC(N)=O.CCO.CCO.CO.CO.CO

Last column: natural (NBO) charge in e.
Element x y z (Å)
N 5.05 1.44 3.40  -0.820
C 4.68 1.18 2.19  0.734
N 3.54 0.60 2.09  -0.835
O 5.31 1.51 1.08  -0.704
H 5.88 2.07 3.53  0.428
H 4.61 0.98 4.26  0.406
H 3.11 0.62 1.20  0.442
H 2.83 0.61 2.94  0.403
N 3.21 -1.72 3.32  -0.836
C 2.25 -2.51 3.13  0.741
N 1.38 -2.21 2.24  -0.817
O 2.13 -3.67 3.93  -0.789
H 4.02 -2.07 3.93  0.415
H 3.43 -0.91 2.70  0.399
H 0.63 -2.90 2.12  0.413
H 1.60 -1.63 1.46  0.407
C -0.18 -0.94 -2.13  -0.654
C 0.51 -1.28 -0.77  -0.069
O 1.51 -0.36 -0.34  -0.770
H -0.73 -0.01 -2.18  0.227
H -0.75 -1.83 -2.37  0.207
H 0.58 -0.69 -2.90  0.214
H 1.05 -2.16 -0.91  0.180
H -0.25 -1.35 0.00  0.157
H 1.13 0.51 -0.34  0.494
C -4.29 -1.46 -3.34  -0.648
C -4.05 -1.73 -1.92  -0.060
O -3.44 -0.67 -1.29  -0.721
H -4.66 -2.35 -3.90  0.231
H -3.41 -1.25 -3.88  0.217
H -4.80 -0.56 -3.32  0.209
H -3.40 -2.57 -1.69  0.174
H -4.92 -1.95 -1.30  0.167
H -4.07 -0.12 -0.83  0.479
C -1.83 0.24 1.19  -0.253
O -1.45 1.33 2.09  -0.739
H -1.71 -0.79 1.47  0.197
H -1.42 0.49 0.20  0.182
H -2.91 0.35 1.11  0.153
H -1.62 2.17 1.66  0.460
C -2.25 1.44 -3.86  -0.262
O -2.58 1.48 -2.46  -0.788
H -2.33 2.56 -4.19  0.177
H -3.00 0.87 -4.48  0.169
H -1.22 1.21 -4.11  0.173
H -3.06 0.71 -2.09  0.488
C 1.25 2.88 0.76  -0.280
O 0.60 2.32 -0.34  -0.731
H 2.36 2.73 0.82  0.200
H 0.83 2.69 1.76  0.174
H 1.10 3.94 0.78  0.171
H -0.25 2.74 -0.42  0.482



two:
DFT (ωB97M-V with the def2-TZVPD basis set) results for a 7-piece molecular cluster, C9H32N4O7 overall.

Values from the calculation:
Multiplicity   1
SMILES string   NC(N)=O.NC(N)=O.CCO.CCO.CO.CO.CO

Last column: natural (NBO) charge in e.
Element x y z (Å)
N 2.42 2.52 1.29  -0.834
C 2.07 1.33 0.90  0.792
N 1.60 1.36 -0.33  -0.863
O 2.17 0.20 1.70  -0.814
H 2.71 2.55 2.27  0.393
H 1.93 3.38 0.92  0.426
H 1.38 0.35 -0.67  0.451
H 1.15 2.16 -0.79  0.379
N -1.78 -1.99 -2.65  -0.852
C -1.89 -3.07 -1.99  0.740
N -2.33 -2.97 -0.77  -0.810
O -1.56 -4.34 -2.50  -0.767
H -1.12 -1.96 -3.49  0.409
H -2.28 -1.13 -2.46  0.414
H -2.30 -3.80 -0.10  0.420
H -2.40 -2.08 -0.32  0.422
C -1.13 1.25 1.58  -0.653
C -1.23 -0.24 1.29  -0.071
O -2.25 -0.46 0.33  -0.753
H -0.49 1.41 2.48  0.233
H -2.11 1.64 1.90  0.208
H -0.79 1.63 0.63  0.184
H -1.46 -0.71 2.24  0.184
H -0.32 -0.72 0.99  0.200
H -1.99 0.03 -0.42  0.481
C 1.27 -3.06 -0.53  -0.653
C 1.66 -1.88 -1.45  -0.067
O 0.72 -0.87 -1.43  -0.742
H 0.45 -3.67 -0.89  0.224
H 0.95 -2.66 0.41  0.234
H 2.15 -3.73 -0.49  0.208
H 1.94 -2.19 -2.43  0.160
H 2.52 -1.46 -0.99  0.177
H 0.04 -1.11 -2.07  0.487
C -2.06 2.15 -1.99  -0.255
O -1.63 0.80 -2.00  -0.751
H -1.80 2.73 -1.12  0.185
H -3.06 2.28 -2.29  0.185
H -1.59 2.62 -2.81  0.167
H -1.35 0.66 -2.96  0.488
C -0.25 4.90 0.65  -0.249
O 1.04 4.50 0.17  -0.727
H -0.36 5.95 0.67  0.186
H -0.50 4.34 1.60  0.202
H -0.95 4.58 -0.11  0.160
H 0.88 4.31 -0.79  0.479
C 2.04 -2.92 3.33  -0.241
O 1.23 -1.91 2.78  -0.770
H 1.56 -3.84 3.48  0.169
H 2.54 -2.65 4.25  0.151
H 2.77 -3.05 2.55  0.160
H 1.78 -1.19 2.45  0.512



Name the most stable of them. two.